Below is a 2-piece molecular cluster, C2H7N3O2 overall, with properties calculated with the ωB97M-V functional and the def2-TZVPD basis.

The geometry in XYZ format:
```
14
Properties=species:S:1:pos:R:3
C 1.9795 -0.6155 0.5036
C -1.9283 -0.4400 -0.2063
N 0.8651 0.2722 0.3499
N -1.5755 1.7657 0.2808
N 0.8370 1.3915 -0.0590
O 1.4588 2.2380 -0.6505
O -1.7130 0.5544 0.8328
H 2.8039 -0.3385 -0.2419
H 1.5823 -1.6404 0.4469
H 2.3945 -0.4639 1.4745
H -2.6963 -0.1311 -0.7129
H -2.0499 -1.4183 0.3235
H -1.0347 -0.5375 -0.8429
H -1.3880 2.5885 0.9305
```

The value obtained for the orbital gap (spin up / spin down) is 0.346 / 0.312 Eh. The HOMO energy (spin up / spin down) comes out at -8.662 / -8.521 eV. As for the LUMO energy (spin up / spin down): 0.759 / -0.041 eV.

Atomic partial charges in e from the natural (NBO) method, atoms 1 to 8: C -0.46; C -0.23; N -0.24; N -0.30; N 0.39; O -0.36; O -0.33; H 0.20

***

Below is a 7-piece molecular cluster, C69H70F3N8O17PS4 overall, with properties calculated with the ωB97M-V functional and the def2-TZVPD basis.

The geometry in XYZ format:
```
172
Properties=species:S:1:pos:R:3
C -2.6276 -6.3976 5.5886
C -2.6715 -5.6973 4.3328
C -2.5651 -4.0883 4.3146
N -3.6529 -3.6135 5.2085
C -2.5483 -3.4404 2.8185
C -3.6181 -4.1683 1.8915
C -5.1542 -4.0251 2.2642
C -5.9553 -4.8749 3.2753
C -7.4646 -4.7482 3.5915
C -8.2697 -3.6814 2.8027
C -7.5197 -2.7741 1.7557
C -8.4492 -1.7139 0.9787
C -5.9823 -2.9378 1.4762
O -1.2122 -3.2789 2.4082
C -0.3745 -4.1477 1.7401
C -0.8083 -4.8514 0.3705
C -1.0177 -3.9802 -0.9452
C -1.5380 -2.4842 -0.8112
S -1.1596 -1.5086 -2.3899
C -2.2225 0.0070 -2.3765
S -3.9043 -0.1853 -2.4220
N -1.7383 1.4068 -2.2994
C -1.2978 1.7770 -0.9383
C -2.3043 2.6438 -0.0974
C -2.0013 3.1669 1.3330
C -0.6030 2.7953 1.9623
C 0.4043 1.8954 1.1674
C 0.0500 1.3911 -0.2803
C -0.7420 1.7402 -3.3377
C 0.2274 2.9737 -3.1597
C 1.2737 3.3990 -4.2319
C 1.4406 2.6155 -5.5906
C 0.4809 1.3865 -5.7770
C -0.5773 0.9682 -4.6944
P 0.3246 -5.6575 2.7416
C 1.9047 -6.3507 2.0067
C 0.6633 -5.2726 4.5379
S 1.1833 -3.0556 1.5089
O 0.8299 -1.5694 1.6024
O 2.1799 -3.2428 2.6520
C 2.1238 -3.2779 -0.0520
F 2.2278 -4.5649 -0.6036
F 3.4784 -2.8751 0.2149
F 1.6647 -2.2862 -0.9818
S -3.1024 -1.6120 2.8219
C -1.7036 -0.5340 3.4724
O -4.3333 -1.2923 3.5902
O -3.3526 -1.1136 1.3939
H -2.8418 -5.7445 6.5090
H -2.4159 -7.5137 5.6646
H -2.7154 -6.3742 3.4200
H -1.5917 -3.6954 4.8055
H -3.2199 -3.2684 6.0868
H -4.3659 -4.3195 5.4128
H -3.4432 -5.3024 1.7378
H -3.5007 -3.7218 0.8281
H -5.3695 -5.6917 3.8396
H -7.9782 -5.4461 4.3519
H -9.3891 -3.5452 2.9529
H -9.1479 -1.2595 1.7818
H -9.1647 -2.2274 0.2277
H -7.8627 -0.8586 0.4985
H -5.5259 -2.2649 0.6800
H -1.7372 -5.5353 0.4706
H 0.0274 -5.6190 0.1260
H -0.0485 -4.0460 -1.5776
H -1.7998 -4.5384 -1.5950
H -1.2326 -1.9106 0.1224
H -2.6960 -2.5235 -0.7923
H -3.3279 2.9317 -0.5434
H -2.7933 3.8174 1.8472
H -0.3901 3.2076 3.0088
H 1.4038 1.6058 1.6573
H 0.8008 0.7508 -0.8512
H 0.1834 3.6257 -2.2155
H 1.9426 4.3113 -4.0180
H 2.2289 2.9145 -6.3750
H 0.5843 0.8073 -6.7656
H -1.2462 0.0691 -4.9270
H 1.6129 -6.9510 1.0599
H 2.7107 -5.6014 1.7104
H 2.3244 -7.1400 2.7386
H 1.7833 -5.4948 4.7412
H 0.0814 -5.8711 5.3125
H 0.5707 -4.1283 4.6903
H -2.1040 0.3368 4.1052
H -1.1728 -0.0516 2.5638
H -0.9180 -1.1336 4.0476
C 3.7315 6.7259 4.1371
C 3.9067 7.4222 2.9453
C 2.8683 7.4965 2.0225
C 1.6549 6.8717 2.3065
C 1.4756 6.1665 3.4948
C 2.5208 6.0955 4.4106
N 0.5509 6.9680 1.3487
O 0.7511 7.5790 0.3080
O -0.5090 6.4351 1.6445
H 4.5428 6.6750 4.8572
H 4.8489 7.9090 2.7375
H 3.0179 8.0423 1.0974
H 0.5365 5.6737 3.7211
H 2.3908 5.5513 5.3404
C -14.0914 -6.1606 2.8308
C -13.4963 -5.3222 3.7690
C -12.1882 -5.5546 4.1804
C -11.4828 -6.6291 3.6408
C -12.0754 -7.4765 2.7068
C -13.3850 -7.2380 2.3035
N -10.0972 -6.8627 4.0519
O -9.6151 -6.1083 4.8888
O -9.4980 -7.7926 3.5349
H -15.1110 -5.9728 2.5078
H -14.0522 -4.4848 4.1777
H -11.7360 -4.8939 4.9120
H -11.5349 -8.3173 2.2860
H -13.8550 -7.8898 1.5747
C 4.8702 -0.3434 -0.9653
C 4.3824 -0.9840 -2.1003
C 4.3467 -0.3159 -3.3157
C 4.8062 0.9955 -3.3857
C 5.2916 1.6468 -2.2528
C 5.3215 0.9702 -1.0384
N 4.7855 1.6938 -4.6668
O 4.3317 1.0978 -5.6319
O 5.2210 2.8369 -4.7011
H 4.8993 -0.8718 -0.0174
H 4.0305 -2.0074 -2.0359
H 3.9621 -0.8261 -4.1920
H 5.6462 2.6706 -2.2999
H 5.6979 1.4656 -0.1494
C -5.6242 -2.9599 -5.4390
C -6.1221 -3.5908 -6.5755
C -6.1620 -2.9113 -7.7886
C -5.6954 -1.5995 -7.8528
C -5.2026 -0.9598 -6.7168
C -5.1693 -1.6464 -5.5073
N -5.7121 -0.8886 -9.1338
O -6.1690 -1.4753 -10.1053
O -5.2649 0.2488 -9.1601
H -5.5894 -3.4954 -4.4947
H -6.4768 -4.6146 -6.5160
H -6.5522 -3.4141 -8.6666
H -4.8422 0.0625 -6.7573
H -4.7849 -1.1591 -4.6169
C 8.9108 5.7933 -1.2245
C 9.6717 6.7556 -0.5653
C 9.2334 7.2787 0.6464
C 8.0322 6.8272 1.1919
C 7.2625 5.8698 0.5328
C 7.7070 5.3541 -0.6798
N 7.5785 7.3563 2.4796
O 8.2673 8.2087 3.0215
O 6.5344 6.9117 2.9432
H 9.2585 5.3826 -2.1680
H 10.6123 7.0975 -0.9958
H 9.8351 8.0275 1.1501
H 6.3245 5.5170 0.9482
H 7.1172 4.6063 -1.1998
C 15.1038 8.3251 -5.0777
C 14.3380 9.2625 -4.3905
C 13.5780 8.8716 -3.2934
C 13.5960 7.5373 -2.8901
C 14.3547 6.5925 -3.5786
C 15.1094 6.9922 -4.6762
N 12.8173 7.1257 -1.7204
O 12.1463 7.9797 -1.1502
O 12.8815 5.9554 -1.3750
H 15.7003 8.6351 -5.9305
H 14.3364 10.2997 -4.7090
H 12.9858 9.6117 -2.7666
H 14.3703 5.5517 -3.2739
H 15.7059 6.2655 -5.2175
```

The value obtained for the orbital gap is 0.246 Eh. The HOMO energy comes out at -7.743 eV. As for the LUMO energy: -1.042 eV. Its SMILES is C=C[C@H](N)[C@](Cc1cccc(C)c1)(O[C@](CCCSC(=S)N(c1ccccc1)c1ccccc1)(P(C)C)S(=O)(=O)C(F)(F)F)S(C)(=O)=O.O=[N+]([O-])c1ccccc1.O=[N+]([O-])c1ccccc1.O=[N+]([O-])c1ccccc1.O=[N+]([O-])c1ccccc1.O=[N+]([O-])c1ccccc1.O=[N+]([O-])c1ccccc1.

Atomic partial charges in e from the Löwdin method, atoms 1 to 8: C -0.01; C -0.15; C -0.28; N 0.03; C -0.38; C -0.12; C -0.15; C -0.04

***

Below is H28O18SV as an isolated structure, with properties calculated with the ωB97M-V functional and the def2-TZVPD basis.

The geometry in XYZ format:
```
48
Properties=species:S:1:pos:R:3
V -5.7500 21.8130 -23.7530
S -5.3560 18.4470 -24.1900
O -3.9950 17.9060 -24.0360
O -5.7230 18.2050 -25.5740
O -6.2230 17.7130 -23.3290
O -5.3770 19.8390 -24.0000
O -6.4630 16.0260 -26.4120
H -6.4980 16.0740 -27.3850
H -6.1430 16.9350 -26.1320
O -4.7720 19.9160 -27.2320
H -5.1210 19.2670 -26.5890
H -4.5060 19.3640 -27.9820
O -7.5540 21.2430 -22.5970
H -8.1450 21.7900 -22.1360
H -7.7050 20.3390 -22.3340
O -4.8350 21.7190 -21.6080
H -4.5720 20.8560 -21.3790
H -5.6330 21.8820 -21.1040
O -5.2460 15.7250 -22.0980
H -5.6260 16.4920 -22.5480
H -4.5780 15.3570 -22.6600
O -4.2550 17.6640 -28.5850
H -4.0490 17.5180 -27.6770
H -3.4810 17.6450 -29.1830
O -8.2080 16.5040 -24.2570
H -7.9430 16.3690 -25.1200
H -7.4810 16.9980 -23.8900
O -7.0980 21.7560 -25.4040
H -8.0830 21.8280 -25.3470
H -7.0760 21.0310 -25.9850
O -7.8070 19.1500 -26.7110
H -7.0080 18.8240 -26.3090
H -7.5230 19.1200 -27.6170
O -7.9280 18.6100 -21.7620
H -7.1560 18.2530 -22.3050
H -7.7040 18.3110 -20.9280
O -2.4490 17.3600 -26.1550
H -2.9260 17.8050 -25.4770
H -1.9480 16.6530 -25.6690
O -3.7780 22.3970 -24.4770
H -3.0670 22.7330 -23.9160
H -3.2690 21.6100 -24.6490
O -1.9810 17.0570 -22.5830
H -2.7290 17.2440 -23.1380
H -1.7230 17.6780 -21.9750
O -2.8400 19.6750 -22.4510
H -3.0960 19.0700 -23.1110
H -2.3630 20.3230 -22.9820
```

The value obtained for the orbital gap (spin up / spin down) is 0.269 / 0.267 Eh. As for the expectation value of S²: 3.753. As for the spin multiplicity: 4. The HOMO energy (spin up / spin down) comes out at -9.141 / -9.141 eV. As for the LUMO energy (spin up / spin down): -1.808 / -1.886 eV.

Atomic partial charges in e from the natural (NBO) method, atoms 1 to 8: V 1.45; S 2.76; O -1.09; O -1.07; O -1.03; O -1.08; O -0.99; H 0.46